Density functional theory data (ωB97M-V with the def2-TZVPD basis set) for a 5-piece molecular cluster, C18H50N4O5 overall.

The geometry in XYZ format:
```
77
Properties=species:S:1:pos:R:3:mulliken_charge:R:1
C 4.60 -2.76 -0.86 -0.8174
O 3.26 -3.23 -0.83 -0.2426
C 2.55 -3.10 -2.06 -1.3427
C 1.68 -1.83 -2.07 1.4337
C 0.62 -1.96 -3.17 -1.6372
N 2.43 -0.60 -2.28 -0.2950
H 4.93 -2.33 0.08 0.2066
H 4.68 -1.93 -1.56 0.3705
H 5.31 -3.53 -1.16 0.2803
H 3.21 -3.09 -2.94 0.5247
H 2.03 -4.05 -2.16 0.3903
H 1.13 -1.74 -1.13 -0.1623
H 0.17 -0.99 -3.36 0.4727
H -0.15 -2.67 -2.85 0.3772
H 1.08 -2.32 -4.09 0.4191
H 2.60 -0.39 -3.26 0.2667
H 3.35 -0.65 -1.85 -0.0563
C 2.41 1.99 2.86 -0.8992
O 2.60 0.91 1.96 -0.1299
C 3.01 1.36 0.66 -0.7863
C 4.51 1.54 0.56 0.8573
C 4.92 2.34 -0.66 -1.5382
N 5.16 0.20 0.53 -0.4992
H 1.80 2.77 2.39 0.3722
H 3.37 2.42 3.14 0.2628
H 1.85 1.69 3.75 0.2733
H 2.64 0.52 0.06 0.0085
H 2.53 2.29 0.34 0.4798
H 4.90 2.09 1.43 0.2071
H 4.38 1.88 -1.51 0.2043
H 5.97 2.28 -0.92 0.4019
H 4.55 3.36 -0.62 0.3822
H 6.09 0.12 0.93 0.2313
H 4.56 -0.33 1.17 0.2063
C -8.89 2.78 -1.07 -0.7830
O -7.95 3.64 -1.62 -0.3190
C -6.62 3.17 -1.61 -0.9652
C -5.71 4.31 -2.00 0.8904
C -4.26 3.85 -1.98 -1.5137
N -5.91 5.48 -1.15 -0.8458
H -9.91 3.10 -1.34 0.2594
H -8.90 2.77 0.03 0.3038
H -8.78 1.75 -1.43 0.3052
H -6.40 2.70 -0.64 0.4284
H -6.51 2.31 -2.29 0.3949
H -5.99 4.51 -3.04 0.1677
H -3.67 4.30 -2.78 0.4027
H -4.18 2.77 -2.13 0.3046
H -3.73 4.12 -1.06 0.4214
H -5.38 6.24 -1.57 0.2704
H -6.87 5.79 -1.33 0.2654
C 0.23 -4.11 5.52 -0.7214
O 1.00 -3.54 4.46 -0.2462
C 1.05 -4.33 3.32 -0.8610
C 1.34 -3.48 2.08 0.9853
C 0.51 -2.18 2.15 -1.0129
N 0.96 -4.18 0.86 -0.8381
H 0.07 -3.36 6.29 0.2250
H 0.82 -4.93 5.96 0.2827
H -0.66 -4.56 5.07 0.3344
H 1.79 -5.14 3.31 0.3517
H 0.10 -4.88 3.17 0.4146
H 2.38 -3.13 2.06 -0.0207
H 0.57 -1.67 1.19 -0.0619
H 0.95 -1.53 2.90 0.3959
H -0.54 -2.34 2.35 0.2635
H 1.42 -3.68 0.10 0.0505
H 1.44 -5.08 0.79 0.3199
C -2.05 0.50 -0.07 -0.9055
C -1.06 1.50 -0.73 0.1728
O -0.64 0.94 -1.96 -0.5798
H -2.89 0.30 -0.73 0.2595
H -2.46 0.98 0.83 0.4043
H -1.51 -0.39 0.26 0.1557
H -0.27 1.71 0.00 -0.0363
H -1.66 2.39 -0.90 0.1663
H 0.08 0.33 -1.79 0.2915
```

Largest force on an atom   2.20 eV/Å
Relative energy (zero: lowest compared OMol25 entry of this formula, charge and spin)   77.6 kJ/mol
E_tot   -35671.6530 eV
Gap between HOMO and LUMO   9.87 eV
E_HOMO   -0.33302 hartree
Structure (SMILES)   COC[C@H](C)N.COC[C@H](C)N.COC[C@H](C)N.COC[C@H](C)N.CCO